{"formula": "C4H5FO2", "method": "ωB97M-V/def2-TZVPD", "species": ["F", "H", "H", "H", "O", "O", "H", "C", "C", "C", "H", "C"], "positions_angstrom": [[-0.749, 1.365, 0.559], [3.043, 0.797, 0.386], [2.260, 0.454, -1.266], [1.587, 1.792, -0.302], [1.505, -1.420, 0.583], [-3.012, -0.200, 0.004], [-1.809, -1.719, -0.124], [-0.685, 0.105, 0.210], [2.094, 0.758, -0.294], [-1.716, -0.669, -0.023], [-3.672, -0.932, -0.005], [1.155, -0.331, 0.272]], "atomic_forces_ev_per_a": [[-0.71, 1.53, 0.01], [-1.65, -0.16, -1.55], [0.80, -0.55, -2.08], [0.80, -1.66, 0.06], [-0.21, 0.37, 0.15], [-0.90, 0.35, 0.10], [1.57, -0.92, -0.37], [4.91, -1.73, 0.28], [-0.80, 1.83, 4.03], [-2.07, -0.19, 0.34], [1.10, 0.79, -0.02], [-2.85, 0.34, -0.94]], "smiles": "CC(=O)/C(F)=C/O", "orbital_gap_ev": 9.63}

{"formula": "C28H33N5O2Sr", "method": "ωB97M-V/def2-TZVPD", "species": ["C", "N", "C", "Sr", "C", "H", "C", "C", "H", "C", "H", "H", "H", "C", "C", "H", "C", "C", "H", "C", "H", "H", "O", "C", "C", "C", "C", "H", "H", "H", "H", "H", "H", "H", "H", "H", "C", "C", "H", "H", "N", "H", "H", "C", "H", "H", "H", "H", "C", "C", "C", "C", "O", "H", "C", "N", "N", "C", "C", "C", "H", "C", "H", "N", "H", "H", "C", "H", "H"], "positions_angstrom": [[-0.499, 1.495, 4.485], [0.469, 1.319, 2.310], [-1.322, -1.554, 2.539], [0.289, 0.263, -0.105], [2.134, 0.953, -3.370], [-1.483, -0.173, -5.008], [0.623, 0.896, 5.045], [-2.343, -2.103, -4.380], [4.632, 0.180, 0.249], [-0.119, -2.282, 2.711], [-2.379, -3.528, -2.712], [-2.298, 2.856, -0.864], [0.398, -2.816, -2.807], [0.218, -2.864, 3.903], [-1.680, -3.118, -3.438], [-4.661, 0.381, 2.237], [3.619, 0.064, -0.149], [-0.443, 3.343, -1.828], [-1.348, 1.785, 5.090], [-0.642, -2.754, 5.011], [-2.414, 3.025, -2.618], [0.674, 0.712, 6.110], [3.470, -0.564, 2.437], [3.496, 0.573, -1.555], [-3.726, -0.161, 2.348], [4.601, 1.045, -2.262], [-2.853, -0.274, 1.238], [-0.371, -3.214, 5.954], [1.137, 0.872, -3.788], [5.293, 1.857, -4.119], [-1.206, 0.885, -2.763], [1.367, 3.015, -0.872], [-3.177, 0.219, 0.319], [2.536, 0.003, 4.574], [-0.528, -1.600, -5.467], [-4.057, -0.650, 4.403], [-0.531, 1.675, 3.118], [-0.566, -2.304, -2.759], [0.078, 3.079, -2.752], [3.010, 1.764, -5.153], [-1.599, 1.180, -1.875], [5.569, 1.065, -1.780], [-0.802, -2.089, -1.712], [-1.818, -2.063, 4.892], [-2.491, -1.974, 5.739], [-3.132, -1.551, -3.868], [0.546, -2.373, 1.857], [1.154, -3.400, 4.000], [-1.643, -0.941, 1.282], [-3.398, -0.730, 3.545], [1.656, 0.513, 4.212], [2.657, 0.240, 1.945], [-0.479, -1.059, -3.462], [0.159, 3.420, 0.150], [-1.791, 2.630, -1.806], [2.618, 0.678, 0.695], [2.278, 0.539, -2.111], [4.442, 1.484, -3.562], [-1.178, -1.172, -4.693], [-2.187, -1.453, 3.671], [-2.479, 0.691, -1.760], [3.179, 1.438, -4.136], [-1.413, 2.089, 2.640], [0.375, 2.910, -0.698], [-0.617, 4.424, -1.857], [-1.260, -3.946, -4.008], [1.550, 0.748, 2.843], [3.473, -1.031, -0.186], [-2.765, -2.564, -5.271]], "atomic_forces_ev_per_a": [[0.04, -0.01, 0.07], [0.06, 0.02, -0.14], [-0.43, 0.02, 0.28], [-0.28, 0.22, -0.28], [0.05, 0.01, -0.07], [0.02, 0.01, 0.01], [-0.06, 0.03, -0.11], [0.14, -0.01, -0.02], [0.02, 0.16, -0.12], [0.06, 0.00, 0.02], [0.01, -0.02, 0.00], [-0.03, 0.00, -0.01], [0.01, 0.01, 0.01], [0.15, -0.02, -0.09], [-0.07, 0.07, 0.00], [-0.01, 0.00, 0.07], [-0.01, -0.34, 0.15], [-0.20, -0.05, -0.04], [0.00, 0.01, 0.00], [-0.16, 0.09, 0.01], [-0.01, -0.01, 0.02], [0.01, -0.01, 0.01], [-0.07, 0.17, -0.10], [0.23, 0.15, -0.11], [-0.11, 0.01, 0.02], [-0.07, -0.03, 0.05], [0.16, -0.08, 0.15], [0.00, 0.00, 0.00], [-0.01, -0.02, 0.03], [-0.01, 0.01, -0.03], [-0.06, -0.01, -0.03], [0.02, 0.04, 0.06], [-0.01, 0.01, 0.00], [0.02, 0.01, -0.01], [0.01, 0.01, 0.01], [0.00, 0.00, 0.01], [-0.04, 0.04, -0.01], [-0.06, -0.11, -0.01], [0.04, 0.00, 0.02], [-0.03, -0.01, 0.00], [-0.02, 0.08, 0.04], [0.00, 0.00, 0.01], [-0.03, 0.00, -0.01], [0.05, -0.06, 0.09], [0.01, -0.01, 0.01], [0.00, 0.01, 0.01], [0.02, -0.02, 0.02], [0.00, 0.00, -0.02], [0.16, -0.01, -0.46], [-0.09, 0.07, -0.10], [0.02, 0.00, -0.04], [0.46, -0.28, 0.18], [0.14, 0.23, 0.04], [0.02, 0.00, 0.01], [0.10, 0.09, -0.02], [-0.15, 0.05, -0.14], [-0.13, -0.12, 0.15], [-0.06, -0.02, 0.01], [-0.20, -0.22, -0.02], [0.21, -0.05, -0.12], [0.04, -0.05, 0.02], [0.10, 0.02, 0.01], [0.00, -0.01, 0.01], [0.03, -0.02, 0.00], [0.05, -0.01, 0.01], [0.01, 0.00, 0.00], [-0.14, -0.01, 0.54], [0.09, 0.01, 0.00], [-0.02, 0.00, 0.01]], "orbital_gap_ev": 7.07}

{"formula": "C13H31CrO13S3", "method": "ωB97M-V/def2-TZVPD", "species": ["H", "H", "H", "H", "H", "O", "O", "O", "H", "H", "O", "H", "H", "C", "H", "H", "C", "O", "Cr", "C", "H", "C", "C", "C", "S", "O", "C", "O", "H", "O", "H", "H", "C", "H", "H", "O", "H", "H", "C", "H", "H", "H", "C", "H", "H", "H", "O", "S", "O", "C", "H", "H", "C", "O", "C", "H", "S", "H", "O", "H", "H"], "positions_angstrom": [[2.024, 2.641, 0.966], [1.148, 2.503, -1.391], [-2.145, 0.595, -2.943], [3.502, -0.270, -2.561], [1.552, -0.026, 4.289], [-4.468, -1.112, -1.347], [-0.892, -0.323, 2.675], [0.644, -1.782, -0.975], [1.537, -4.628, 3.420], [-2.464, 1.856, 0.761], [3.169, -1.891, 3.096], [-3.898, 1.379, 1.686], [-4.240, 3.741, -0.141], [2.060, -3.881, 2.823], [-4.945, 3.378, 1.329], [1.756, 1.459, 3.207], [2.208, 0.576, 3.659], [1.686, -2.557, -3.102], [-0.316, -0.663, 0.609], [-0.594, 3.632, -0.899], [1.644, -3.772, 1.822], [-3.978, 3.321, 0.830], [0.341, -3.111, -4.949], [1.323, 3.302, 0.457], [1.943, -1.937, -1.587], [-1.950, -1.876, 3.774], [-3.554, 1.836, 0.758], [0.010, 1.318, -0.225], [0.157, -4.092, -4.511], [1.616, -0.717, 1.442], [1.881, 4.194, 0.174], [0.700, 3.725, 1.245], [2.085, -2.620, 3.655], [-1.312, 3.819, -0.101], [-3.285, 3.946, 1.394], [2.978, -2.795, -0.969], [-3.113, 1.843, -2.370], [1.130, -3.296, -5.678], [-1.286, -1.452, 2.827], [1.743, 0.217, -2.526], [-0.574, -2.780, -5.441], [2.207, -2.904, 4.700], [0.462, 2.647, -0.556], [-1.243, 3.255, -1.689], [-3.946, 0.562, -3.277], [-0.211, -1.696, -3.542], [-4.215, 1.127, -0.228], [-3.458, -0.144, -1.072], [-2.191, -0.617, -0.450], [-3.150, 0.771, -2.561], [1.111, -1.059, -4.436], [3.054, -4.292, 2.647], [0.741, -1.982, -3.989], [4.072, 0.005, 1.657], [2.564, -0.275, -2.005], [3.107, 0.819, 4.224], [2.832, -0.526, 2.234], [1.104, -2.146, 3.659], [-1.080, -2.193, 1.877], [2.624, 0.360, -1.122], [-0.205, 4.585, -1.257]], "atomic_forces_ev_per_a": [[0.06, -0.27, -0.23], [-0.01, 0.21, -0.95], [-0.13, -0.67, -0.01], [-0.21, -0.39, 0.06], [-0.30, 0.18, -0.48], [-0.13, 0.29, 0.13], [2.69, 7.86, -0.57], [0.69, -0.47, -0.78], [-0.41, -0.21, -0.43], [0.14, -0.84, -0.60], [0.88, 2.79, -0.92], [0.55, 0.01, 0.29], [0.70, 0.11, -0.28], [-0.29, -0.94, 0.23], [-0.05, 0.01, 0.35], [-0.18, -0.31, 0.06], [1.53, -0.97, -1.08], [0.91, 0.44, 1.91], [-1.24, 0.81, 2.10], [-1.73, 0.07, -1.04], [-0.45, 0.25, 0.28], [-1.40, -0.57, -0.33], [0.54, 0.60, -0.71], [0.60, 0.62, 2.49], [1.84, -0.87, -0.10], [-0.74, -0.26, 2.62], [0.76, 1.60, 2.72], [-0.02, 1.36, -0.15], [-0.10, 0.40, 0.65], [3.33, -0.42, 0.51], [0.14, -0.08, -0.82], [-0.31, -0.24, 0.44], [-1.07, -1.64, -0.76], [0.34, 0.05, 0.48], [0.15, -0.19, -0.25], [-2.48, 2.01, -1.66], [-0.34, -0.11, 0.40], [-0.08, 0.16, -0.24], [-3.44, -2.52, 3.23], [0.00, -0.24, -0.39], [0.07, -0.17, -0.32], [0.98, 0.46, 0.10], [0.59, -2.81, 0.01], [0.05, -0.16, -0.38], [0.18, -0.17, 0.11], [0.22, 0.03, 0.96], [0.39, -2.63, -2.73], [1.60, 0.69, 1.89], [-3.62, 1.49, -1.65], [0.67, 0.74, -0.44], [0.39, -0.29, -0.42], [0.30, 0.25, 0.36], [-1.36, -0.89, -0.09], [-1.95, -1.40, 0.83], [-0.67, -0.04, 0.40], [0.01, 0.15, -0.07], [-1.37, 1.25, 2.10], [0.08, 0.51, -0.59], [2.29, -4.18, -6.85], [0.20, -0.54, 0.47], [0.20, 0.08, 0.13]], "spin_multiplicity": 5, "total_charge": -1, "orbital_gap_ev": [5.26, 5.53]}

{"formula": "C3H5NO2", "method": "ωB97M-V/def2-TZVPD", "species": ["O", "C", "H", "H", "H", "H", "H", "C", "O", "C", "N"], "positions_angstrom": [[-0.706, 1.943, -1.919], [-0.172, 0.779, 0.354], [0.722, -1.587, 1.590], [0.840, -2.439, 0.036], [2.064, -1.240, 0.481], [-2.157, 1.723, -0.533], [-0.570, -0.168, -0.887], [0.989, -1.477, 0.528], [-0.055, 1.391, 1.376], [-1.128, 1.489, -0.881], [0.174, -0.415, -0.145]], "atomic_forces_ev_per_a": [[-0.19, -0.83, 0.76], [-1.10, 1.79, -0.68], [-0.15, 0.24, -0.45], [-0.12, 0.24, -0.05], [-0.51, 0.15, -0.16], [0.01, -0.14, -0.07], [2.02, -3.93, -0.24], [-0.38, 0.18, -0.33], [0.43, -0.32, 0.20], [0.81, 1.42, 1.18], [-0.80, 1.19, -0.15]], "smiles": "CNC(=O)C=O", "orbital_gap_ev": 9.62}

{"formula": "C2H3ClO2S", "method": "ωB97M-V/def2-TZVPD", "species": ["H", "C", "O", "O", "H", "S", "C", "Cl", "H"], "positions_angstrom": [[-1.933, 1.458, -1.211], [-1.494, 2.210, -0.394], [1.313, -2.925, 1.145], [0.650, 1.285, 0.312], [2.284, -2.776, 1.199], [0.587, -1.695, 0.443], [-0.416, 1.663, 0.044], [0.960, -2.299, -1.516], [-1.952, 3.081, -0.023]], "atomic_forces_ev_per_a": [[0.53, 2.11, 1.79], [-1.71, -2.87, -2.68], [1.27, -0.65, 0.31], [-0.32, -0.39, 0.24], [-0.67, -0.27, -0.18], [-1.47, 2.02, 3.30], [1.98, 0.65, 0.34], [0.87, -1.23, -3.39], [-0.48, 0.62, 0.27]], "spin_multiplicity": 3, "orbital_gap_ev": [6.73, 7.26]}

{"formula": "C27H64NO19V", "method": "ωB97M-V/def2-TZVPD", "species": ["H", "O", "C", "H", "H", "H", "C", "H", "H", "H", "O", "H", "H", "C", "H", "H", "H", "H", "H", "O", "C", "O", "H", "H", "H", "O", "O", "H", "O", "C", "C", "H", "C", "N", "H", "C", "H", "H", "C", "O", "H", "H", "H", "H", "C", "H", "C", "H", "H", "H", "H", "O", "H", "O", "C", "C", "O", "H", "C", "H", "C", "C", "C", "C", "H", "H", "H", "H", "C", "H", "H", "O", "H", "H", "O", "H", "H", "H", "H", "H", "H", "O", "H", "H", "H", "C", "O", "V", "C", "C", "H", "O", "H", "H", "C", "H", "H", "O", "O", "H", "C", "C", "O", "H", "H", "H", "C", "C", "H", "H", "H", "H"], "positions_angstrom": [[-6.356, 28.557, -13.196], [-4.569, 35.957, -13.073], [-8.078, 35.755, -14.981], [-4.290, 33.183, -1.370], [-7.130, 37.582, -6.986], [-2.624, 30.872, -13.472], [-5.091, 35.891, -10.667], [-9.999, 29.477, -5.998], [-11.906, 35.776, -6.161], [-3.274, 35.914, -11.494], [-5.152, 32.482, -13.443], [-4.645, 35.741, -9.683], [-7.821, 33.850, -14.593], [-4.200, 36.411, -11.782], [-7.106, 36.078, -15.356], [-9.144, 36.298, -13.113], [-11.302, 30.498, -5.765], [-7.544, 36.935, -13.315], [-5.091, 31.488, -9.899], [-5.436, 34.818, -1.821], [-5.828, 32.972, -7.221], [-6.240, 36.677, -10.446], [-13.299, 32.619, -8.303], [-5.451, 34.882, -10.864], [-7.492, 35.419, -11.793], [-5.763, 32.587, -3.610], [-11.137, 35.997, -4.251], [-3.750, 32.691, -6.347], [-8.777, 35.011, -5.656], [-4.497, 33.179, -3.520], [-2.707, 31.195, -12.435], [-7.550, 28.772, -11.966], [-4.072, 30.894, -11.878], [-5.172, 31.195, -12.830], [-8.085, 36.761, -4.674], [-8.141, 36.032, -13.445], [-9.294, 34.888, -4.856], [-5.513, 28.967, -10.310], [-9.820, 31.583, -6.413], [-6.451, 33.077, -8.263], [-11.859, 37.445, -5.552], [-6.114, 36.361, -6.402], [-3.242, 28.923, -11.060], [-4.096, 32.728, -10.715], [-7.406, 31.418, -11.471], [-13.492, 36.076, -8.347], [-4.219, 31.661, -10.529], [-5.352, 27.590, -11.261], [-4.543, 33.900, -4.336], [-14.986, 32.659, -6.761], [-10.287, 35.798, -11.097], [-13.684, 37.031, -3.569], [-8.298, 30.304, -13.856], [-7.575, 35.037, -12.670], [-14.286, 34.516, -9.023], [-6.571, 29.124, -12.290], [-6.566, 33.248, -6.239], [-8.862, 36.344, -15.458], [-6.570, 30.705, -12.649], [-7.231, 36.190, -8.642], [-10.825, 34.968, -10.638], [-4.034, 29.332, -11.687], [-10.061, 34.457, -9.431], [-4.355, 32.521, -7.237], [-7.656, 31.857, -14.241], [-3.794, 33.115, -7.958], [-5.922, 37.492, -10.051], [-14.442, 36.804, -3.025], [-7.149, 36.531, -6.696], [-12.667, 34.041, -7.626], [-5.526, 34.685, -0.874], [-9.234, 33.583, -9.424], [-4.269, 31.543, -7.710], [-7.789, 30.633, -10.818], [-14.279, 33.306, -6.718], [-8.312, 31.818, -11.925], [-5.588, 32.894, -12.694], [-6.655, 30.370, -14.727], [-3.472, 34.524, -2.170], [-3.979, 37.470, -11.644], [-11.219, 34.149, -11.239], [-8.178, 34.426, -15.273], [-13.697, 34.768, -9.905], [-15.224, 34.135, -9.427], [-2.537, 32.269, -12.500], [-10.249, 30.413, -5.499], [-7.439, 35.640, -7.883], [-8.477, 33.722, -7.399], [-5.371, 28.676, -11.351], [-12.016, 36.402, -5.275], [-10.100, 30.381, -4.420], [-10.161, 32.698, -6.374], [-5.527, 36.021, -13.074], [-6.744, 32.037, -10.866], [-4.376, 33.914, -2.173], [-3.765, 32.390, -3.689], [-3.361, 31.446, -9.891], [-8.852, 31.514, -7.129], [-14.407, 35.811, -8.465], [-13.705, 35.137, -4.507], [-8.271, 36.319, -5.653], [-7.360, 30.829, -14.034], [-10.236, 34.855, -8.317], [-11.524, 36.246, -3.408], [-9.124, 36.917, -5.976], [-3.790, 28.789, -12.600], [-13.477, 36.177, -4.739], [-13.606, 33.613, -7.978], [-6.054, 32.805, -4.498], [-14.239, 36.337, -5.502], [-11.758, 35.442, -10.334], [-1.913, 30.591, -11.995]], "atomic_forces_ev_per_a": [[-0.11, 0.18, -0.47], [0.06, 0.84, 0.81], [0.92, 0.50, 1.77], [0.10, -0.25, -0.07], [-0.51, 0.01, -0.29], [-0.49, -0.06, -0.26], [-0.27, -0.80, 0.29], [0.61, 0.07, 0.31], [0.35, -0.12, 0.11], [0.51, -0.01, -0.61], [-0.11, -0.78, 1.66], [0.90, 0.35, -0.09], [0.24, 0.30, 0.28], [0.87, -1.63, 1.21], [0.15, 0.55, 0.00], [-0.33, -0.33, -0.07], [-0.72, -0.40, 0.99], [-0.04, 0.53, 0.04], [-0.16, -0.09, -0.45], [0.05, -0.53, -0.51], [-0.10, -0.16, 0.66], [-1.20, 0.65, 0.22], [-0.03, 0.09, -1.01], [-0.01, -0.05, -0.53], [0.03, -0.25, 0.38], [-0.49, -0.72, 0.55], [1.05, -0.27, -0.20], [-0.62, -0.65, 0.40], [1.21, -0.81, 0.05], [-1.59, 0.95, 0.26], [0.24, 0.49, -1.70], [0.08, 0.34, 0.32], [-0.81, -1.17, 0.94], [0.12, -2.39, -1.25], [0.71, -0.65, 0.19], [-0.14, 1.81, -1.38], [-0.58, -0.34, 0.11], [-0.82, 0.21, 0.27], [2.84, -4.59, 2.76], [-0.53, 0.12, -4.27], [-0.06, 0.16, 0.05], [-0.22, -0.70, 0.43], [-0.06, 0.75, 0.73], [-0.38, 0.23, -0.14], [0.69, -1.37, -1.27], [0.04, 0.38, 0.21], [0.72, -0.30, 0.02], [0.33, -0.09, -0.52], [1.06, 0.39, -0.06], [0.05, 0.00, -0.66], [0.26, -0.60, -0.60], [0.94, -0.09, -0.82], [0.11, -0.40, -0.43], [0.44, -1.04, 0.16], [0.55, 0.15, 0.40], [2.43, 0.71, -0.37], [0.25, 0.25, 3.00], [-0.06, -0.19, -0.14], [-0.90, -0.91, 0.79], [-0.08, -0.45, -0.87], [-0.82, 0.08, 0.76], [-1.14, -1.14, -1.28], [-1.47, 0.35, -1.94], [-0.07, 0.90, -0.37], [0.48, -0.06, -0.27], [-0.45, 0.45, -0.35], [-0.17, 0.35, -0.17], [-0.07, -0.42, -0.38], [-0.31, -1.02, -0.36], [-0.03, 0.43, -0.19], [-0.34, 0.23, -0.06], [4.90, -5.01, -2.97], [-0.20, -0.26, 0.71], [0.20, 0.05, 0.26], [-0.04, 1.33, -0.22], [0.30, 0.91, 0.37], [-0.20, 1.74, -0.29], [-0.65, 0.18, -0.56], [0.43, -0.23, -0.13], [-0.41, 0.37, -0.48], [0.95, 0.09, -0.60], [-1.20, -1.72, -0.98], [0.56, -1.39, -0.24], [-0.29, 0.17, 0.56], [0.44, -0.01, 0.45], [-1.66, 0.31, -2.49], [0.07, 1.47, 2.33], [-0.88, -2.04, -0.83], [-1.34, 1.33, 1.35], [-2.35, -0.54, 1.00], [0.27, 0.64, -0.37], [-6.26, 9.44, 2.74], [-0.35, -0.24, -0.47], [-0.72, 0.57, -0.16], [0.71, -0.05, 0.13], [0.69, 0.42, 0.32], [0.24, -0.29, -0.02], [6.12, -2.98, -4.32], [-0.88, 0.48, 0.52], [0.80, -0.24, 0.36], [-0.57, 1.63, -1.21], [1.07, -0.05, 2.34], [-2.34, 4.48, 6.04], [-0.18, 0.18, 0.11], [0.02, 0.38, -0.41], [0.41, 0.89, -0.89], [-0.36, 0.40, -0.02], [0.13, -1.66, 0.74], [-0.74, -0.18, -0.47], [0.13, 0.78, -0.28], [0.14, 0.15, 0.62], [-0.04, 0.57, 0.75]], "spin_multiplicity": 3, "orbital_gap_ev": [7.50, 7.51]}